Below is a molecular structure, CHN2O3P in a non-equilibrium geometry, with properties calculated with ωB97M-V/def2-TZVPD.

Properties
Relative energy (zero: lowest compared OMol25 entry of this formula, charge and spin) (kcal per mole): 101.2
Calculated total energy (eV): -19462.284
Max |F| (eV/Å): 4.9
Frontier orbital gap (eV): 7.0909
HOMO energy (eV): 0.7
Charge: -2

Structure (XYZ):
```
8
Properties=species:S:1:pos:R:3:forces:R:3
P 0.11283 0.51395 1.19729 1.71 -1.69 1.17
O 0.90166 -0.20521 2.30819 0.62 0.01 -1.46
O 0.65602 1.81119 0.70276 0.56 0.58 -0.84
O -1.31367 0.43603 1.52431 -3.12 0.06 -0.38
N -1.02797 -0.60102 -1.63706 -1.85 1.67 -2.41
N -0.15161 0.22449 -1.97311 -1.79 -0.44 -0.24
C 0.08466 -0.68430 -0.83447 3.89 -0.26 2.91
H 0.73808 -1.49513 -1.28791 -0.02 0.07 1.24
```
Forces are in eV/Å.

---

Below is a molecular structure, C4H8N2O2 in a non-equilibrium geometry, with properties calculated with ωB97M-V/def2-TZVPD.

Properties
Relative energy (zero: lowest compared OMol25 entry of this formula, charge and spin) (kcal per mole): 109.7
Calculated total energy (eV): -11349.354
Max |F| (eV/Å): 2.5
Frontier orbital gap (eV): 9.3841
HOMO energy (eV): -8.7
Charge: 0

Structure (XYZ):
```
16
Properties=species:S:1:pos:R:3:forces:R:3
O -1.02164 0.87336 1.60466 -0.20 -0.11 0.35
O -1.71795 -1.83365 -0.48365 -0.47 -0.39 0.53
N 1.45639 1.36060 0.09365 0.28 -0.03 -0.37
N 0.11405 -0.07289 -1.58922 -0.77 0.12 1.08
C 0.54738 -1.05259 0.45480 -0.14 0.14 -0.49
C 0.57242 0.31821 -0.28572 -1.92 0.55 1.46
C -0.84210 -0.89422 -0.14386 1.34 -0.31 -1.59
C -1.01360 0.51404 0.26171 2.05 0.85 -0.76
H -1.65443 1.13654 -0.36718 0.11 -0.06 -0.04
H 2.40776 1.03684 0.22793 -0.04 0.07 -0.03
H 0.59684 -1.06893 1.54373 -0.14 0.08 -0.01
H -2.61737 -1.49795 -0.36277 0.12 0.02 -0.23
H -0.28161 1.50059 1.71707 -0.18 -0.28 -0.09
H 1.44353 2.09832 -0.60238 0.07 0.01 0.05
H 1.16284 -1.83026 0.01250 0.12 0.00 -0.10
H 0.84748 -0.58799 -2.08129 -0.22 -0.67 0.24
```
Forces are in eV/Å.

---

Below is a molecular structure, C5H8O, with properties calculated with ωB97M-V/def2-TZVPD.

Properties
Relative energy (zero: lowest compared OMol25 entry of this formula, charge and spin) (kcal per mole): 98.6
Calculated total energy (eV): -7357.981
Max |F| (eV/Å): 0.5
Frontier orbital gap (eV): 8.7256
HOMO energy (eV): -7.7
Charge: 0

Structure (XYZ):
```
14
Properties=species:S:1:pos:R:3:forces:R:3
O 0.06262 -1.37074 0.52322 -0.24 0.43 -0.15
C -1.10375 -0.71340 -0.68726 0.06 -0.05 0.19
C -0.14278 1.37580 0.04920 0.17 -0.12 0.04
C -1.31412 0.47881 0.08450 -0.14 -0.04 -0.27
C 1.08323 0.81917 0.01991 -0.13 0.05 0.10
C 1.29748 -0.66230 0.30251 0.02 -0.02 -0.02
H -0.27447 2.46082 0.04470 0.10 -0.28 -0.02
H -0.69841 -0.51322 0.96466 0.24 -0.19 -0.12
H 1.88144 -1.16770 -0.48287 -0.15 0.15 0.16
H 1.98703 1.42373 -0.06134 -0.22 -0.13 0.01
H -1.88620 -1.47189 -0.72055 0.18 0.18 0.06
H -2.32312 0.83826 0.27341 0.26 -0.08 -0.01
H 1.86201 -0.77785 1.23982 -0.09 0.06 -0.19
H -0.43094 -0.71949 -1.54991 -0.06 0.03 0.22
```
Forces are in eV/Å.

---

Below is C2H3N3O in the gas phase, with properties calculated with ωB97M-V/def2-TZVPD.

Properties
Relative energy (zero: lowest compared OMol25 entry of this formula, charge and spin) (kcal per mole): 100.4
Structure (SMILES): [H]/N=C/N=C=NO
Calculated total energy (eV): -8636.142
Max |F| (eV/Å): 0.8
Frontier orbital gap (eV): 9.6233
HOMO energy (eV): -9.7
Charge: 0

Structure (XYZ):
```
9
Properties=species:S:1:pos:R:3:forces:R:3
O -1.92582 0.27841 1.92948 -0.73 0.05 0.22
N 1.33426 -0.89554 -0.98630 0.18 0.36 -0.27
N 0.16321 0.81975 -0.03140 0.02 -0.48 0.43
N -0.99777 -0.77650 1.44495 0.20 0.62 -0.14
C -0.40209 0.01995 0.69574 0.25 -0.12 -0.09
C 1.03956 0.33990 -0.99965 0.25 -0.24 -0.20
H 2.02078 -1.11889 -1.69918 0.00 0.02 -0.14
H 1.43490 1.11025 -1.66212 -0.05 -0.14 0.02
H -2.66704 0.22269 1.30848 -0.12 -0.07 0.17
```
Forces are in eV/Å.

---

Below is 6 unconnected molecules or ions with the total composition C5H23NO6 in a non-equilibrium geometry, with properties calculated with ωB97M-V/def2-TZVPD.

Properties
Relative energy (zero: lowest compared OMol25 entry of this formula, charge and spin) (kcal per mole): 23.3
Structure (SMILES): CC(C)[C@H](N)CO.O.O.O.O.O
Calculated total energy (eV): -19332.830
Max |F| (eV/Å): 1.6
Frontier orbital gap (eV): 9.2329
HOMO energy (eV): -9.0
Charge: 0

Structure (XYZ):
```
35
Properties=species:S:1:pos:R:3:forces:R:3
O 3.01315 -1.61626 0.34698 -0.47 0.52 0.09
O -1.28730 -1.06980 3.64365 0.06 -0.34 0.74
O 2.64808 -2.54445 -2.38304 0.21 0.19 0.30
O -0.72196 -0.57331 0.71090 -0.43 0.99 0.54
O 0.22776 -2.90990 -0.56597 -0.39 -0.20 -0.64
O 1.71439 1.02137 2.94695 0.10 0.11 0.45
N 0.65092 1.67771 -0.11338 0.04 0.96 -0.14
C -1.41325 0.68270 0.79567 -0.29 -0.14 -0.81
C -2.56063 2.69680 -1.67927 -0.43 0.11 -0.95
C -0.80656 1.78442 -0.12823 1.31 -0.02 0.64
C -1.26525 1.92322 -1.59366 -0.09 -1.45 0.72
C -1.36260 0.56432 -2.30502 -0.66 -0.45 -0.43
H 3.58878 -2.34351 0.13697 0.39 -0.55 -0.06
H -0.67114 -0.20062 -1.96599 0.66 0.17 -0.08
H -1.21419 -1.13593 2.69644 0.11 0.01 -0.80
H -2.32302 0.03605 -2.23272 -0.20 0.50 0.36
H 2.85946 -1.22741 -0.52091 0.06 0.03 -0.02
H 2.87478 -2.07957 -3.19230 -0.21 -0.16 -0.16
H 0.24232 -3.33376 0.29546 0.15 0.15 0.10
H -2.47001 0.51519 0.58080 -0.21 0.09 -0.12
H -1.37218 0.97524 1.83480 0.27 0.34 0.22
H 1.64159 0.20925 3.45554 0.11 -0.08 0.26
H -0.44273 2.44578 -2.07597 -0.13 0.36 -0.04
H 1.09885 1.66033 0.77796 0.06 0.18 0.14
H -3.31972 2.39927 -0.95458 0.28 0.06 0.36
H -0.88330 -0.86084 -0.18097 0.15 -0.86 -0.43
H -3.06385 2.52244 -2.63698 0.23 0.04 -0.10
H -2.35774 3.76292 -1.64091 -0.20 0.17 0.36
H 1.13760 1.10312 -0.76442 -0.20 -0.57 -0.37
H -0.98125 2.75348 0.35148 -0.42 -0.08 0.02
H -1.24120 0.69208 -3.38312 0.23 -0.01 0.04
H 1.84101 -3.04858 -2.52395 -0.07 0.00 -0.21
H 1.23235 0.78803 2.16099 -0.30 -0.36 -0.49
H -1.50592 -0.16004 3.83545 -0.06 0.27 0.02
H 1.00901 -2.35459 -0.61400 0.33 0.02 0.49
```
Forces are in eV/Å.

---

Below is C6H9N in the gas phase in a non-equilibrium geometry, with properties calculated with ωB97M-V/def2-TZVPD.

Properties
Relative energy (zero: lowest compared OMol25 entry of this formula, charge and spin) (kcal per mole): 43.0
Structure (SMILES): CC1=CCC(C)=N1
Calculated total energy (eV): -7856.296
Max |F| (eV/Å): 3.9
Frontier orbital gap (eV): 9.9408
HOMO energy (eV): -8.9
Charge: 0

Structure (XYZ):
```
16
Properties=species:S:1:pos:R:3:forces:R:3
N 0.11629 -0.91554 0.19478 -2.45 -1.26 -0.84
C 2.51547 -0.63007 -0.00153 1.73 2.31 0.91
C -2.40843 -0.91392 -0.06741 -0.95 -0.39 -0.06
C 0.57419 1.30043 0.00415 -0.96 0.83 1.72
C -1.16941 -0.14029 0.02514 1.18 -2.01 1.47
C 1.12474 -0.17633 0.06540 -2.27 3.13 0.70
C -0.97015 1.14446 0.01452 1.06 2.42 -0.17
H -2.13034 -1.94006 -0.10820 0.16 -0.97 -0.65
H 3.22914 -0.22110 0.85441 -1.65 -0.88 -1.66
H 0.68537 1.85404 0.99398 0.90 -0.57 -1.13
H -3.15327 -0.93922 0.73364 0.38 0.79 0.35
H -1.71794 2.03557 0.10078 1.55 -1.95 -0.47
H 2.57471 -1.68347 -0.10205 0.10 -0.93 0.07
H -2.93548 -0.58723 -0.96097 -0.14 -0.35 -0.16
H 2.84459 -0.13993 -0.92777 0.59 -0.35 0.11
H 0.82053 1.95264 -0.81888 0.77 0.16 -0.20
```
Forces are in eV/Å.

---

Below is C3HN3O in the gas phase in a non-equilibrium geometry, with properties calculated with ωB97M-V/def2-TZVPD.

Properties
Relative energy (zero: lowest compared OMol25 entry of this formula, charge and spin) (kcal per mole): 28.8
Calculated total energy (eV): -9637.944
Spin multiplicity: 3
Max |F| (eV/Å): 7.9
Frontier orbital gap (spin up / spin down) (eV): 6.0988 / 8.2809
HOMO energy (spin up / spin down) (eV): -6.6 / -11.4
Charge: 0

Structure (XYZ):
```
8
Properties=species:S:1:pos:R:3:forces:R:3
O -1.54244 -0.17355 0.36587 -0.95 1.08 0.17
N 0.07085 1.72852 -0.24387 6.07 -1.87 -0.73
N -0.71947 2.49193 -0.15498 -5.86 5.30 0.71
N 0.17655 -2.98910 0.66624 0.63 -1.96 0.18
C -0.43261 -0.51271 0.15334 2.77 -1.79 -0.73
C 0.84522 0.72387 -0.24564 -2.27 -2.68 -0.06
C -0.00320 -1.88554 0.47400 -0.55 2.12 0.10
H 1.60510 0.61657 -1.01496 0.16 -0.19 0.37
```
Forces are in eV/Å.

---

Below is a molecular structure, C40H42BrN6O4SSeW in a non-equilibrium geometry, with properties calculated with ωB97M-V/def2-TZVPD.

Properties
Relative energy (zero: lowest compared OMol25 entry of this formula, charge and spin) (kcal per mole): 38.1
Calculated total energy (eV): -207334.274
Spin multiplicity: 3
Max |F| (eV/Å): 4.9
Frontier orbital gap (spin up / spin down) (eV): 4.6671 / 5.5679
HOMO energy (spin up / spin down) (eV): -9.1 / -10.1
Charge: +1

Structure (XYZ):
```
96
Properties=species:S:1:pos:R:3:forces:R:3
W 0.00150 -0.53710 0.17160 -1.96 2.26 -0.98
Br -0.92760 -0.18010 -4.18000 -0.06 -0.12 -0.13
Se 1.86260 -0.28270 3.19080 -0.64 -0.92 -0.41
S -3.09480 0.87550 -0.77080 0.19 0.81 0.00
O 1.73670 0.58340 -3.23270 0.09 0.03 0.23
O -1.60480 1.04370 -0.48340 -0.27 0.50 0.03
O 1.24880 -1.87840 -0.55380 1.45 -4.16 -2.21
O -0.57020 2.43420 3.00820 -0.15 -0.38 -0.01
N 0.98310 -1.21630 1.86990 0.21 -1.36 2.38
N 0.29730 1.18390 1.24690 -0.23 0.88 1.45
N 1.00530 0.65870 -1.04520 0.87 0.71 -0.91
N 1.45260 -1.47880 4.40580 0.09 -0.17 -0.10
N -1.61800 -0.64590 1.53330 -1.76 -0.02 3.38
N -0.96230 -1.22240 -1.50180 -0.43 -0.75 -1.12
C -1.12450 -5.30630 -5.47140 0.12 0.03 0.18
C 1.56880 -4.11130 -1.42320 0.44 -0.93 0.06
C 3.01300 3.77110 -0.58320 -0.05 0.02 0.12
C 3.18300 -3.54270 0.47430 -0.05 -0.07 0.00
C -1.66560 -3.70140 -1.30250 -0.47 0.10 0.01
C -2.96680 -0.86980 4.00820 0.05 -0.50 -0.89
C -2.54990 -1.62420 1.77070 0.86 0.90 -1.05
C -0.20550 -3.33400 1.76310 -0.41 -1.51 -0.33
C -3.87770 2.03390 0.41270 0.12 -0.35 -0.21
C 0.74270 -2.47470 3.86090 0.42 0.77 -0.42
C 1.24330 -2.73320 -1.55740 -0.86 2.47 0.93
C -0.47670 -7.07490 -3.85900 0.09 0.24 -0.03
C -2.08960 0.17300 3.77600 0.21 0.14 -0.17
C 1.28520 -5.67260 -4.94970 -0.29 -0.05 0.00
C -1.43370 0.27220 2.56060 -0.92 -1.10 -0.60
C -0.13190 -5.66600 -4.36120 0.12 0.04 -0.06
C 1.02650 0.22540 -2.31560 -0.02 0.10 -0.16
C -0.46820 -4.54890 3.83780 0.39 0.39 1.13
C 0.49810 -2.35670 2.45890 0.99 1.42 -0.35
C -3.36290 1.85380 -2.27490 0.10 -0.44 0.20
C 2.20700 -5.82610 0.32310 0.05 0.17 -0.12
C 1.72420 3.24430 1.38910 -0.13 -0.21 0.16
C 2.50010 2.66710 -1.24920 -0.03 -0.24 -0.11
C 1.62780 1.83000 -0.57370 -0.33 0.13 0.61
C -1.61930 -4.38880 -2.62680 -0.15 -0.27 0.38
C 1.21020 2.12890 0.74460 0.42 0.20 -0.77
C 2.67570 -4.61430 -0.49140 0.16 -0.05 0.10
C 0.78340 -2.18670 -2.90040 -0.08 0.06 0.01
C -0.52020 1.43310 2.31170 0.81 0.36 -0.82
C 2.64130 4.04340 0.72180 0.11 0.09 -0.11
C 0.88970 -4.99470 -2.20530 0.03 0.95 0.17
C 0.23640 -3.59560 4.53940 -0.46 -0.80 0.14
C -1.49900 -2.46390 -1.83830 0.29 0.35 0.10
C -0.14900 -4.63690 -3.19390 0.24 -0.28 -0.17
C -0.09340 -3.16840 -3.68510 0.16 0.11 -0.09
C -0.01170 -0.90240 -2.55590 0.20 0.08 -0.88
C 3.85490 -5.02330 -1.39080 -0.13 0.04 0.15
C -3.21530 -1.76970 2.96100 -0.10 0.55 0.87
C -1.55160 -2.98070 -3.25360 -0.12 0.05 -0.03
C -0.68500 -4.43150 2.46240 0.29 1.03 -1.18
H -0.85150 -5.41730 4.35240 0.01 -0.04 0.10
H 1.35860 -6.42980 -5.72350 0.07 -0.11 -0.17
H 4.67560 -5.38790 -0.77780 0.11 -0.05 0.06
H 4.21180 -4.17140 -1.96540 0.06 0.09 -0.09
H -2.34730 -5.15490 -2.86220 -0.10 -0.04 -0.16
H -0.29210 -3.25010 0.67510 -0.05 -0.18 0.54
H -2.14630 -5.27210 -5.10460 -0.17 -0.05 -0.01
H -3.31730 1.96130 1.34230 0.03 -0.09 0.00
H 3.52390 -2.65520 -0.05700 0.05 0.03 0.08
H 0.10430 -3.04940 -4.74600 0.00 -0.08 0.03
H -4.42530 2.00900 -2.41420 -0.27 0.02 0.10
H -1.36720 -7.07750 -3.23360 -0.10 -0.04 0.04
H -1.22270 -5.20930 1.93970 -0.01 -0.07 -0.08
H -0.89670 -4.35040 -5.93160 0.00 0.14 -0.10
H 3.71220 4.41500 -1.09490 0.05 0.06 -0.02
H 1.40820 3.47940 2.39100 -0.01 0.06 0.07
H 2.02850 -5.89370 -4.18760 0.14 -0.08 0.05
H 1.08220 -6.04500 -2.07060 0.11 -0.21 0.13
H -1.79420 -4.11510 -0.32120 0.22 -0.03 0.36
H 3.57380 -5.81090 -2.08430 -0.06 -0.11 -0.12
H 1.30400 -5.59340 0.88340 -0.06 0.01 0.07
H -4.91100 1.74640 0.58380 -0.10 -0.10 -0.07
H 2.98660 -6.10110 1.02890 0.08 -0.10 0.08
H 1.66660 -1.91020 -3.49100 0.00 -0.03 0.23
H -3.92540 -2.57130 3.08520 -0.05 -0.09 -0.06
H -2.76490 -2.27320 0.92740 0.17 -0.03 0.08
H -2.96480 1.29940 -3.11860 0.05 -0.13 0.07
H -0.66510 -7.71680 -4.71560 -0.01 -0.12 -0.04
H 2.77900 2.45280 -2.26810 0.01 -0.07 -0.02
H 2.41000 -3.25460 1.18120 0.09 0.05 0.00
H -2.83740 2.79590 -2.18090 0.11 0.16 0.19
H -1.87060 0.92770 4.51720 -0.03 0.06 0.02
H 4.01890 -3.94590 1.04050 0.13 -0.07 0.02
H -2.29410 -2.60870 -3.94540 -0.04 0.00 -0.04
H 2.01020 -6.68700 -0.31050 -0.02 -0.13 -0.02
H 0.34270 -7.51700 -3.29890 0.07 -0.11 0.11
H 1.53350 -4.71090 -5.39130 0.06 0.13 -0.08
H 0.42490 -3.68650 5.59510 0.00 -0.08 0.19
H -3.45800 -0.98140 4.95780 -0.12 -0.02 0.20
H 3.06720 4.89330 1.22990 0.00 0.14 0.07
H -3.83440 3.05370 0.04880 0.14 0.10 -0.12
H -1.06410 -6.06170 -6.25100 -0.06 -0.06 -0.08
```
Forces are in eV/Å.